1.
Here is C26H24Cl5IrNOP2 as an isolated structure at a distorted geometry from the OMol25 dataset. Energies are from the ωB97M-V functional and the def2-TZVPD basis.

XYZ file:
```
60
Properties=species:S:1:pos:R:3:mulliken_spin:R:1
C 2.84869 -1.62619 -2.58708 0.12
C 2.51631 -1.07926 -1.36622 -0.03
C 1.99016 0.22813 -1.41357 0.06
C 1.25674 0.62159 -2.63429 0.03
C 1.55583 -0.01519 -3.85015 0.19
C 2.48295 -1.05535 -3.81247 0.06
C 0.39526 1.72712 -2.57496 0.45
C 0.42606 2.49531 -1.38037 0.03
C 1.24386 2.02869 -0.24327 0.21
C 1.10877 2.71039 0.98377 0.00
C 0.66438 4.02685 0.95874 0.03
C 0.17025 4.58849 -0.23829 0.14
C -0.07284 3.80493 -1.34345 0.17
H 3.39679 -2.55987 -2.57408 0.01
H 1.04647 0.32991 -4.75299 0.00
H 2.77071 -1.52934 -4.73367 0.01
H -0.48184 1.80647 -3.28256 0.01
H 0.69262 4.60739 1.87303 0.01
H -0.19806 5.61362 -0.19997 0.01
H -0.60487 4.14954 -2.24924 0.00
N 2.14442 1.03948 -0.33981 0.43
Ir -0.85393 -0.80154 0.90926 1.26
C 2.52751 -1.86524 -0.06652 0.05
H 3.06579 -1.30304 0.71145 0.01
H 2.96517 -2.85087 -0.27723 0.01
C 1.34112 1.93545 2.24322 0.04
H 2.32089 1.45810 2.24155 0.01
H 1.21305 2.58565 3.10261 0.01
P 0.87990 -2.29239 0.73082 0.07
P 0.14696 0.49158 2.50138 0.07
C -1.16028 1.34772 3.48669 0.04
H -2.02241 0.68718 3.66169 0.00
H -0.77855 1.66469 4.46416 0.01
H -1.49760 2.23403 2.93714 -0.01
C 1.01054 -0.37868 3.86614 0.02
H 1.00956 0.21138 4.79261 0.00
H 0.54287 -1.34540 4.07543 0.00
H 2.05587 -0.54541 3.58556 0.00
C 0.36252 -3.79972 -0.17964 0.05
H 1.16430 -4.54486 -0.15694 0.01
H -0.55404 -4.22060 0.26093 0.00
H 0.15442 -3.50855 -1.21769 -0.02
C 1.38105 -3.12411 2.29057 0.03
H 0.53060 -3.25323 2.96890 0.00
H 1.77994 -4.12669 2.09062 0.00
H 2.15750 -2.56602 2.81775 0.00
C -2.12033 -1.80400 1.89233 0.04
O -2.83667 -2.46720 2.50404 0.09
H -0.72577 -0.05385 -0.43425 0.29
Cl -3.58374 1.01040 1.31544 0.10
C -3.44312 0.45181 -0.32630 0.28
C -2.34880 -0.34198 -0.73066 -0.01
C -2.33517 -0.96675 -1.99972 0.13
Cl -1.28063 -2.22449 -2.46293 0.05
C -3.28748 -0.53438 -2.94416 0.20
Cl -3.19698 -1.08018 -4.57061 0.14
C -4.34685 0.34269 -2.56957 0.03
Cl -5.47806 0.88232 -3.73921 0.02
C -4.45890 0.81446 -1.22964 0.05
Cl -5.65289 1.96903 -0.78436 0.04
```

As for the spin multiplicity: 6. Its expectation value of S² is 8.8139. For the max |F|, the calculation gives 3.4 eV/Å. For the total energy, the calculation gives -114897.06389 eV. For the lowest unoccupied orbital energy (spin up / spin down), the calculation gives -6.53 / -10.52 eV. The calculation puts the HOMO-LUMO gap (spin up / spin down) at 4.57 / 3.02 eV. The value obtained for the energy above the lowest of the compared OMol25 structures with the same formula, charge and spin is 0.00 kcal per mole. As for the total charge: +2. For the highest occupied orbital energy (spin up / spin down), the calculation gives -11.09 / -13.53 eV.

=====

2.
Here is the molecule C26H24FN5O5S from the OMol25 dataset. Energies are from the ωB97M-V functional and the def2-TZVPD basis.

XYZ file:
```
62
Properties=species:S:1:pos:R:3:mulliken_charge:R:1
H 2.49499 1.15965 1.80367 0.27
N 1.59945 0.76450 1.53675 -0.70
C 1.65838 -0.41510 1.08799 0.21
C 0.47443 -1.15293 0.63156 0.04
C -0.64940 -0.38528 0.49783 -0.09
C -1.97700 -0.59531 0.00515 0.05
C -2.79914 0.53664 -0.09001 -1.44
C -4.08424 0.45160 -0.58379 -0.43
C -4.60249 -0.76769 -1.00316 0.82
O -5.84196 -0.96624 -1.50674 -0.37
C -6.72347 0.12804 -1.60815 -0.93
C -7.17676 0.66707 -0.27276 0.30
C -7.18092 -0.12354 0.86819 -0.15
C -7.60526 0.38843 2.08180 -0.74
C -8.03974 1.69976 2.17382 -0.35
C -8.05023 2.50624 1.04874 -0.60
C -7.61879 1.97826 -0.15223 0.52
F -7.62010 2.77074 -1.25040 -0.35
C -3.79212 -1.92703 -0.90234 1.19
O -4.37751 -3.08220 -1.30775 -0.48
C -3.62297 -4.27155 -1.23059 -0.93
C -2.50992 -1.82782 -0.40753 -0.75
C 0.62807 -2.61143 0.38934 0.34
O -0.28030 -3.41365 0.43086 -0.63
N 1.90727 -3.07292 0.12134 -0.62
C 2.91774 -2.35256 0.39230 0.69
S 4.59294 -2.82420 0.17939 -0.13
C 5.04799 -1.28414 0.92094 0.47
C 6.46740 -0.90262 1.08076 -1.10
C 7.00903 -0.33503 -0.24877 0.99
O 7.75846 -0.99821 -0.93307 -0.66
N 6.58010 0.88850 -0.61235 0.06
C 5.79165 1.82827 0.15453 -0.37
C 6.66094 3.05149 0.48326 -0.73
O 7.16880 3.64463 -0.68652 -0.37
C 7.94148 2.72892 -1.43103 -0.54
C 7.11764 1.49767 -1.81786 -0.73
N 4.06295 -0.54160 1.24950 -1.31
N 2.87854 -1.10904 0.95757 0.76
H -0.46711 0.64556 0.78820 0.47
H -2.41990 1.49845 0.22063 0.39
H -4.68378 1.34617 -0.63696 0.30
H -7.58875 -0.26845 -2.15196 0.37
H -6.28361 0.93283 -2.21246 0.40
H -6.84424 -1.14642 0.79400 0.43
H -7.59776 -0.24067 2.95838 0.39
H -8.37155 2.09850 3.11990 0.38
H -8.38310 3.53121 1.08881 0.44
H -2.73449 -4.22458 -1.86672 0.37
H -4.28484 -5.05874 -1.58761 0.23
H -3.31480 -4.48792 -0.20395 0.37
H -1.90145 -2.70824 -0.30636 0.92
H 6.58225 -0.18321 1.89061 0.32
H 7.06380 -1.79120 1.29087 0.37
H 5.40193 1.37895 1.06350 0.40
H 4.94752 2.15093 -0.46607 0.15
H 6.06885 3.81899 0.98371 0.35
H 7.48992 2.74318 1.14026 0.35
H 8.27656 3.26409 -2.32007 0.36
H 8.81710 2.41096 -0.84483 0.32
H 7.73673 0.76145 -2.33039 0.42
H 6.28483 1.79789 -2.46169 0.31
```

For the max |F|, the calculation gives 0.9 eV/Å. For the total energy, the calculation gives -58590.82877 eV. For the lowest unoccupied orbital energy, the calculation gives -0.74 eV. The calculation puts the HOMO-LUMO gap at 7.26 eV. The value obtained for the energy above the lowest of the compared OMol25 structures with the same formula, charge and spin is 1.60 kcal per mole. Its SMILES is [H]/N=C1/C(=C/c2ccc(OCc3ccccc3F)c(OC)c2)C(=O)N=C2SC(CC(=O)N3CCOCC3)=NN21. As for the total charge: 0. For the highest occupied orbital energy, the calculation gives -8.00 eV.

=====

3.
Here is C26H24HfN6O7SSe as an isolated structure at a distorted geometry from the OMol25 dataset. Energies are from the ωB97M-V functional and the def2-TZVPD basis.

XYZ file:
```
66
Properties=species:S:1:pos:R:3:mulliken_charge:R:1
Hf -0.54188 -0.39095 -0.15487 0.95
N 4.69994 -0.82473 4.63747 -0.60
C 4.24304 -0.60736 3.36799 0.16
C 3.82585 -1.70313 2.60322 -0.64
C 3.24232 -1.51342 1.37914 0.07
C 3.07836 -0.21408 0.89469 0.01
C 3.56475 0.89548 1.59749 -0.64
C 4.16521 0.69132 2.81839 -0.93
S 2.17387 0.06451 -0.51192 1.55
O 2.92590 0.46633 -1.66132 -0.73
O 1.31534 -1.18103 -0.75298 -0.75
N 1.03919 1.14796 -0.07815 0.01
C 0.61022 1.86766 -1.25892 0.12
N -0.31420 1.18505 -1.94470 0.61
C -0.72056 1.68029 -3.11307 0.06
C -0.20165 2.86763 -3.57132 -0.95
C 0.70533 3.52542 -2.74724 -0.49
N 1.12148 3.03822 -1.57524 -0.54
H 4.23880 -1.59662 5.12263 0.54
H 4.83840 -0.00897 5.20987 0.19
H 3.90259 -2.69611 3.02680 0.44
H 2.87071 -2.36276 0.81926 0.60
H 3.43120 1.89783 1.20875 0.46
H 4.51400 1.53870 3.39693 0.33
H -1.48326 1.13022 -3.64827 0.32
H -0.51444 3.28351 -4.51757 0.42
H 1.11857 4.48356 -3.04126 0.45
O 3.27939 -2.22968 5.40041 -0.66
C 2.02564 -2.20962 5.46673 -0.16
O 1.23399 -2.63912 6.31371 -0.67
C 1.34550 -1.70684 4.22975 0.85
C 1.09109 -0.35298 4.05852 -0.61
C 0.44310 0.09199 2.93556 -0.40
N 0.04154 -0.74365 1.97223 -0.14
C 0.22965 -2.08104 2.15437 0.60
C 0.84775 -2.59521 3.25801 -0.44
C -0.28891 -2.93351 1.01936 0.36
O 0.06715 -4.05215 0.79967 -0.62
O -1.17267 -2.22313 0.28741 -0.54
H 1.43676 0.36403 4.79179 0.42
H 0.25947 1.14344 2.75619 0.47
H 0.98623 -3.66490 3.34126 0.60
Se -2.56398 0.91904 0.71727 -0.23
C -3.02093 2.16768 -0.63569 0.07
C -2.51846 3.46152 -0.59923 -0.24
C -2.85141 4.33877 -1.62089 -0.42
N -3.63757 4.02372 -2.65445 -0.61
C -4.14452 2.78771 -2.65283 -0.58
C -3.87578 1.83528 -1.67915 -0.02
H -1.87502 3.78303 0.20991 0.43
H -2.45856 5.34992 -1.60866 0.40
H -4.80399 2.54235 -3.47891 0.40
H -4.33323 0.85468 -1.73245 0.39
C -3.65540 -1.94797 -3.27073 -0.70
C -2.49275 -1.54434 -4.21182 -0.49
C -1.28695 -1.57266 -3.29606 -0.90
O -1.83064 -1.12048 -2.03817 0.21
C -3.03806 -1.91218 -1.87082 -0.71
H -4.03019 -2.94618 -3.49071 0.35
H -4.48816 -1.25246 -3.36189 0.27
H -2.65095 -0.53403 -4.59128 0.14
H -2.37122 -2.21112 -5.06380 0.44
H -0.45947 -0.92690 -3.57588 0.49
H -0.90641 -2.58837 -3.15741 0.42
H -3.63358 -1.43534 -1.09828 0.42
H -2.74752 -2.90386 -1.52882 0.37
```

For the max |F|, the calculation gives 6.1 eV/Å. For the total energy, the calculation gives -128115.98363 eV. For the lowest unoccupied orbital energy, the calculation gives -1.12 eV. The calculation puts the HOMO-LUMO gap at 6.52 eV. The value obtained for the energy above the lowest of the compared OMol25 structures with the same formula, charge and spin is 19.30 kcal per mole. As for the total charge: 0. For the highest occupied orbital energy, the calculation gives -7.64 eV.